[1]
Density functional theory data (wB97M-V/def2-TZVPD) for CH4N2O2S in the gas phase in a non-equilibrium geometry.

```
10
Properties=species:S:1:pos:R:3
C -0.042 -0.386 0.167
H -0.386 1.084 -1.912
H -0.752 1.338 1.047
H 0.186 -0.790 2.128
H 0.178 -2.600 0.175
N -0.078 0.990 0.389
N -0.273 -1.192 1.312
O 0.170 -0.928 -0.901
O 0.188 -2.447 1.142
S 0.039 1.981 -1.017
```

Output
ΔE to the lowest compared entry with this formula, charge and spin: 132.7 kJ/mol
largest force on an atom: 3.3 eV Å⁻¹
structure (SMILES): O=C(NO)NS
highest occupied orbital energy: -9.06 eV

These are the Löwdin partial charges, in e, on atoms 1 to 8: atom 1 (C): -0.594, atom 2 (H): -0.135, atom 3 (H): 0.079, atom 4 (H): 0.144, atom 5 (H): 0.101, atom 6 (N): -0.330, atom 7 (N): -0.030, atom 8 (O): 0.032

=====

[2]
Density functional theory data (wB97M-V/def2-TZVPD) for a molecular structure, C23H24Cl3N6O2STc in a non-equilibrium geometry.

```
60
Properties=species:S:1:pos:R:3
Tc -1.114 -1.391 -2.882
C -1.219 0.657 9.424
O -1.498 -0.198 8.287
C -1.910 0.297 7.163
C -2.098 1.681 6.922
C -2.570 2.077 5.709
C -2.852 1.122 4.689
C -2.658 -0.273 4.943
C -2.191 -0.671 6.146
N -3.370 1.609 3.558
N -3.791 1.019 2.577
C -3.482 0.267 1.512
C -4.497 -0.525 0.945
C -4.301 -1.254 -0.226
C -3.086 -1.157 -0.871
O -2.775 -1.745 -2.039
C -2.058 -0.337 -0.350
N -0.940 -0.271 -1.133
C 0.063 0.503 -0.743
C 0.001 1.253 0.434
C -1.128 1.205 1.222
C -2.201 0.388 0.838
H -0.914 -0.019 10.214
H -2.123 1.190 9.712
H -0.411 1.344 9.178
H -1.892 2.408 7.693
H -2.751 3.122 5.493
H -2.913 -1.002 4.184
H -2.044 -1.713 6.395
H -5.456 -0.556 1.445
H -5.092 -1.865 -0.639
H 0.934 0.539 -1.385
H 0.840 1.877 0.702
H -1.184 1.810 2.118
Cl 2.147 -4.337 0.350
C 2.055 -4.452 -1.403
Cl 3.605 -4.028 -2.157
Cl 1.481 -6.020 -1.936
C 1.096 -3.433 -1.873
N 0.357 -2.654 -2.269
C 3.285 3.074 -5.232
C 2.878 1.884 -6.082
N 1.654 1.221 -5.573
C 1.493 0.173 -4.803
S -0.209 -0.364 -4.681
N 2.423 -0.522 -4.180
C 3.892 -0.360 -4.165
C 4.573 -1.175 -5.250
H 4.160 3.548 -5.674
H 3.535 2.782 -4.211
H 2.489 3.817 -5.191
H 3.667 1.143 -6.172
H 2.630 2.200 -7.094
H 0.790 1.630 -5.904
H 2.084 -1.372 -3.761
H 4.212 -0.690 -3.176
H 4.129 0.699 -4.229
H 4.354 -2.238 -5.140
H 5.652 -1.043 -5.184
H 4.254 -0.872 -6.248
```

Output
net charge: +3
largest force on an atom: 5.1 eV Å⁻¹
multiplicity: 2
highest occupied orbital energy (spin up / spin down): -15.43 / -15.43 eV

These are the Löwdin partial charges, in e, on atoms 1 to 8: atom 1 (Tc): 1.019, atom 2 (C): 0.028, atom 3 (O): 0.025, atom 4 (C): -0.218, atom 5 (C): 0.047, atom 6 (C): 0.061, atom 7 (C): -0.226, atom 8 (C): 0.040

=====

[3]
Density functional theory data (wB97M-V/def2-TZVPD) for a gas-phase ion, C6H6N5OS (charge -1) in a non-equilibrium geometry.

```
19
Properties=species:S:1:pos:R:3
C 2.311 0.663 -0.543
C -0.507 1.531 1.363
C 0.677 1.399 -2.355
C -0.341 -0.741 0.501
C -0.503 -1.213 -0.995
C 1.346 0.495 -1.613
N 3.552 1.255 -0.661
N 2.331 -0.034 0.623
N 4.232 0.818 0.373
N 3.513 0.076 1.133
N -0.082 0.632 0.746
O -0.888 2.525 1.830
S 1.081 -1.198 -2.026
H -0.091 0.930 -3.014
H 0.756 2.413 -2.209
H -1.226 -0.893 1.106
H 0.441 -1.348 1.034
H -0.754 -2.290 -0.987
H -1.474 -0.724 -1.480
```

Output
net charge: -1
ΔE to the lowest compared entry with this formula, charge and spin: 83.8 kJ/mol
largest force on an atom: 3.7 eV Å⁻¹
highest occupied orbital energy: -4.58 eV

These are the Löwdin partial charges, in e, on atoms 1 to 8: atom 1 (C): -0.472, atom 2 (C): -0.349, atom 3 (C): -0.015, atom 4 (C): -0.262, atom 5 (C): -0.423, atom 6 (C): -0.620, atom 7 (N): -0.014, atom 8 (N): -0.051

=====

[4]
Density functional theory data (wB97M-V/def2-TZVPD) for 2 unconnected molecules or ions with the total composition C8H13FN2O2S in a non-equilibrium geometry.

```
27
Properties=species:S:1:pos:R:3
C -2.183 0.950 -0.643
C -2.085 0.077 0.469
C -0.970 1.264 -1.134
C -0.741 -0.186 0.593
C 3.449 1.647 1.092
C 1.909 1.227 1.052
C 1.384 0.697 -0.341
C -1.289 -3.876 -1.049
N -0.067 0.542 -0.416
N -2.330 -3.256 -1.130
O -0.448 2.204 -2.038
O -0.185 -1.157 1.385
F -0.158 -3.746 -0.240
S -3.468 -0.707 1.101
H -3.117 1.412 -0.991
H 4.034 0.786 1.328
H 3.635 2.482 1.809
H 3.548 1.951 -0.016
H 1.904 0.445 1.799
H 1.287 2.097 1.125
H 1.880 -0.323 -0.653
H 1.578 1.386 -1.167
H -1.050 -4.766 -1.518
H -4.170 0.468 1.501
H -2.343 -2.543 -0.408
H -0.792 1.999 -2.906
H 0.786 -1.076 1.394
```

Output
ΔE to the lowest compared entry with this formula, charge and spin: 32.3 kJ/mol
largest force on an atom: 3.6 eV Å⁻¹
structure (SMILES): CCCn1c(O)cc(S)c1O.[H]/N=C\F
highest occupied orbital energy: -7.76 eV

These are the Löwdin partial charges, in e, on atoms 1 to 8: atom 1 (C): -0.079, atom 2 (C): -0.651, atom 3 (C): -0.318, atom 4 (C): -0.316, atom 5 (C): -0.082, atom 6 (C): -0.200, atom 7 (C): -0.136, atom 8 (C): -0.275

=====

[5]
Density functional theory data (wB97M-V/def2-TZVPD) for 2 unconnected molecules or ions with the total composition C4H10N in a non-equilibrium geometry.

```
15
Properties=species:S:1:pos:R:3
C 1.335 1.894 2.058
N 0.679 0.963 1.446
H 1.886 2.661 1.529
H 1.088 1.923 3.115
H 0.290 0.136 1.891
H 0.306 1.312 0.550
C -1.313 -2.084 -1.000
C -0.216 -1.037 -1.219
C -0.427 0.263 -1.485
H -1.848 -2.142 -1.944
H -1.819 -1.794 -0.072
H -0.970 -3.117 -0.856
H 0.678 -1.520 -1.624
H 0.194 0.633 -2.309
H -0.874 1.034 -0.865
```

Output
net charge: +1
ΔE to the lowest compared entry with this formula, charge and spin: 391.9 kJ/mol
largest force on an atom: 2.4 eV Å⁻¹
highest occupied orbital energy: -12.67 eV

These are the Löwdin partial charges, in e, on atoms 1 to 8: atom 1 (C): 0.195, atom 2 (N): 0.198, atom 3 (H): 0.133, atom 4 (H): 0.131, atom 5 (H): 0.163, atom 6 (H): 0.106, atom 7 (C): -0.093, atom 8 (C): -0.224

=====

[6]
Density functional theory data (wB97M-V/def2-TZVPD) for a molecular structure, C41H46GeIrN2O4S5 in a non-equilibrium geometry.

```
100
Properties=species:S:1:pos:R:3
Ir 12.790 -17.106 11.596
C 12.549 -16.686 15.008
C 11.152 -16.593 14.539
S 10.924 -17.369 12.848
C 9.555 -16.341 12.263
C 9.478 -16.415 10.769
S 11.061 -16.104 9.974
C 11.334 -14.256 10.038
C 11.752 -13.776 11.409
S 13.386 -14.709 11.633
C 14.228 -14.439 13.275
C 14.916 -15.713 13.728
S 13.766 -17.091 13.722
H 12.648 -17.621 15.622
H 12.962 -15.779 15.546
H 10.919 -15.507 14.545
H 10.454 -17.135 15.225
H 9.708 -15.329 12.645
H 8.602 -16.766 12.700
H 8.728 -15.710 10.364
H 9.384 -17.490 10.486
H 10.405 -13.810 9.682
H 12.046 -13.930 9.269
H 11.054 -13.958 12.228
H 12.170 -12.785 11.496
H 13.395 -14.115 13.945
H 14.881 -13.541 13.237
H 15.313 -15.719 14.734
H 15.645 -16.037 12.953
C 7.733 -24.700 15.045
C 8.992 -23.890 14.923
C 10.324 -24.295 14.697
C 11.331 -23.370 14.354
C 11.074 -21.985 14.354
C 9.799 -21.527 14.797
C 8.835 -22.479 15.040
S 12.456 -20.919 14.103
O 12.387 -20.042 15.230
O 13.646 -21.770 13.894
N 12.149 -20.002 12.782
C 12.888 -20.052 11.657
C 13.626 -21.223 11.245
C 13.968 -21.428 9.943
C 13.532 -20.415 9.027
C 12.882 -19.290 9.490
N 12.819 -18.960 10.821
H 6.894 -24.070 15.164
H 7.782 -25.297 15.949
H 7.577 -25.352 14.151
H 10.550 -25.326 14.587
H 12.287 -23.827 14.128
H 9.630 -20.433 14.819
H 7.854 -22.138 15.348
H 13.460 -22.086 11.917
H 14.533 -22.341 9.697
H 13.632 -20.506 7.993
H 12.445 -18.583 8.781
O 16.266 -16.964 11.400
C 15.569 -16.686 10.430
O 14.292 -16.960 10.221
C 16.222 -15.920 9.153
C 16.509 -14.418 9.574
Ge 17.711 -13.439 8.384
C 18.632 -12.016 9.461
C 19.731 -11.363 8.939
C 20.440 -10.471 9.788
C 19.977 -10.070 11.062
C 18.817 -10.681 11.504
C 18.146 -11.629 10.721
C 16.450 -12.375 7.305
C 15.658 -13.215 6.534
C 14.518 -12.711 5.893
C 14.073 -11.461 6.192
C 14.844 -10.600 6.919
C 16.048 -11.072 7.476
C 18.962 -14.423 7.328
C 19.768 -15.377 7.962
C 20.673 -16.150 7.251
C 20.835 -16.111 5.842
C 20.099 -15.084 5.221
C 19.159 -14.309 5.966
H 15.513 -15.897 8.323
H 17.093 -16.517 9.033
H 16.901 -14.507 10.662
H 15.543 -13.891 9.646
H 20.100 -11.468 7.937
H 21.417 -10.057 9.438
H 20.559 -9.457 11.696
H 18.402 -10.515 12.504
H 17.272 -12.004 11.170
H 15.979 -14.187 6.300
H 13.912 -13.379 5.250
H 13.155 -11.154 5.654
H 14.652 -9.536 6.814
H 16.697 -10.384 8.044
H 19.670 -15.578 9.040
H 21.224 -16.903 7.774
H 21.654 -16.668 5.409
H 20.342 -14.840 4.194
H 18.536 -13.643 5.359
```

Output
net charge: +2
ΔE to the lowest compared entry with this formula, charge and spin: 155.3 kJ/mol
largest force on an atom: 5.0 eV Å⁻¹
multiplicity: 6
highest occupied orbital energy (spin up / spin down): -9.70 / -12.48 eV

These are the Löwdin partial charges, in e, on atoms 1 to 8: atom 1 (Ir): 0.762, atom 2 (C): -0.466, atom 3 (C): -0.416, atom 4 (S): 0.768, atom 5 (C): -0.500, atom 6 (C): -0.492, atom 7 (S): 0.844, atom 8 (C): -0.455

=====

[7]
Density functional theory data (wB97M-V/def2-TZVPD) for 17 unconnected molecules or ions with the total composition C2H37NO18 in a non-equilibrium geometry.

```
58
Properties=species:S:1:pos:R:3
O 0.165 -1.079 1.462
C 0.302 -1.689 0.376
N 0.425 -1.126 -0.845
C 0.388 0.291 -1.098
O -0.563 0.613 -2.148
H 0.485 -2.849 0.404
H 0.551 -1.740 -1.747
H 0.188 0.805 -0.194
H 1.419 0.669 -1.547
H -0.304 0.285 -2.954
H 2.118 2.079 3.628
H 2.188 0.749 2.752
O 2.682 1.336 3.369
H 4.090 1.005 1.601
H 2.937 0.520 0.831
O 3.673 0.250 1.352
H 2.642 -3.498 0.880
H 3.617 -2.306 0.908
O 3.315 -3.044 0.281
H 1.844 -0.805 -3.529
H 0.814 -1.610 -4.209
O 0.978 -0.632 -4.030
H 1.200 -3.954 2.863
H 0.968 -2.410 2.547
O 1.236 -3.285 2.150
H -0.707 2.616 -2.365
H -1.174 3.958 -2.566
O -0.296 3.437 -2.582
H 2.231 2.588 0.065
H 3.594 2.663 -0.650
O 2.932 2.132 -0.404
H -3.774 0.691 -1.429
H -4.487 0.086 -0.115
O -4.287 0.890 -0.582
H 0.342 2.202 4.390
H -0.682 2.387 3.388
O 0.228 2.521 3.509
H -0.401 2.642 0.234
H 0.278 3.464 -0.908
O 0.402 3.058 -0.016
H -2.794 -2.937 -0.882
H -2.844 -3.485 0.613
O -2.551 -3.699 -0.280
H -1.739 1.304 1.282
H -1.139 0.071 1.811
O -1.757 0.767 1.996
H -4.072 -0.990 2.597
H -3.084 -0.271 1.729
O -3.874 -0.879 1.766
H -3.070 -0.560 -3.137
H -1.912 -0.366 -2.120
O -2.903 -0.697 -2.208
H 2.753 -2.859 -2.888
H 2.432 -2.530 -1.359
O 2.172 -2.533 -2.304
H -2.934 3.178 0.299
H -2.955 1.897 -0.257
O -2.270 2.541 -0.044
```

Output
ΔE to the lowest compared entry with this formula, charge and spin: 184.1 kJ/mol
largest force on an atom: 7.8 eV Å⁻¹
highest occupied orbital energy: -10.18 eV

These are the Löwdin partial charges, in e, on atoms 1 to 8: atom 1 (O): -0.046, atom 2 (C): -0.286, atom 3 (N): 0.063, atom 4 (C): -0.172, atom 5 (O): -0.068, atom 6 (H): 0.158, atom 7 (H): 0.157, atom 8 (H): 0.088

=====

[8]
Density functional theory data (wB97M-V/def2-TZVPD) for a molecular structure, C61H50FN7O5W in a non-equilibrium geometry.

```
125
Properties=species:S:1:pos:R:3
W 0.739 0.795 -1.276
C -0.350 4.038 5.643
C -0.056 2.692 5.469
C 0.098 2.172 4.191
C -0.065 2.991 3.077
C -0.340 4.347 3.258
C -0.485 4.866 4.536
C 0.183 2.467 1.698
C 1.481 2.153 1.365
C 2.577 2.464 2.203
C 3.689 2.450 1.434
C 3.309 2.056 0.129
C 4.183 1.920 -0.927
C 5.605 2.315 -0.790
C 6.437 1.748 0.178
C 7.762 2.144 0.272
C 8.261 3.119 -0.584
C 7.437 3.687 -1.547
C 6.117 3.280 -1.659
C 3.760 1.380 -2.120
N 2.449 1.055 -2.456
C 2.556 0.413 -3.697
C 1.494 0.077 -4.514
C 1.723 -0.656 -5.787
C 1.207 -1.941 -5.936
C 1.405 -2.631 -7.124
C 2.096 -2.032 -8.169
C 2.598 -0.744 -8.028
C 2.420 -0.056 -6.836
C 0.230 0.561 -4.245
C -0.822 0.591 -5.186
C -1.790 1.398 -4.683
C -1.362 1.842 -3.410
N -0.117 1.302 -3.109
C -2.103 2.655 -2.581
C -1.754 2.803 -1.256
C -2.531 3.517 -0.314
C -1.979 3.329 0.905
C -0.790 2.583 0.723
N -0.658 2.216 -0.623
C -3.302 3.325 -3.131
C -4.563 3.168 -2.552
C -5.665 3.806 -3.096
C -5.515 4.622 -4.212
C -4.264 4.785 -4.793
C -3.164 4.132 -4.263
C 3.914 0.284 -4.064
C 4.649 0.917 -3.120
N 1.932 1.848 0.074
H -0.454 4.447 6.641
H 0.071 2.049 6.332
H 0.377 1.134 4.068
H -0.418 5.004 2.397
H -0.692 5.921 4.666
H 2.498 2.747 3.243
H 4.691 2.733 1.723
H 6.063 0.965 0.832
H 8.408 1.686 1.012
H 9.294 3.432 -0.502
H 7.823 4.448 -2.213
H 5.471 3.735 -2.405
H 0.677 -2.411 -5.113
H 1.019 -3.637 -7.233
H 2.243 -2.569 -9.098
H 3.126 -0.271 -8.848
H 2.798 0.956 -6.732
H -0.797 0.100 -6.148
H -2.725 1.675 -5.147
H -3.393 4.120 -0.558
H -2.321 3.721 1.849
H -4.692 2.513 -1.695
H -6.643 3.667 -2.653
H -6.376 5.129 -4.630
H -4.145 5.425 -5.658
H -2.184 4.279 -4.706
H 4.263 -0.209 -4.959
H 5.722 1.038 -3.087
F -2.661 -0.422 4.483
C -2.189 -1.363 3.652
C -1.441 -0.962 2.598
C -0.938 -1.892 1.672
C -0.187 -1.485 0.532
O 0.120 -0.226 0.406
C 0.182 -2.489 -0.372
C -0.108 -3.807 -0.099
N -0.773 -4.198 0.981
C -1.094 -5.622 1.168
C -0.423 -6.379 2.276
C -0.055 -6.647 0.850
C -1.242 -3.245 1.885
C -2.016 -3.642 2.979
C -2.533 -2.726 3.889
N -3.348 -3.106 4.937
C -4.038 -4.396 4.968
C -3.644 -5.185 6.204
N -3.920 -4.352 7.457
C -4.447 -2.969 7.148
C -3.590 -2.250 6.119
C 0.892 -2.221 -1.622
O 1.516 -2.994 -2.267
O 0.703 -0.922 -2.031
H -1.268 0.094 2.447
H 0.207 -4.580 -0.786
H -2.125 -5.841 0.926
H -1.007 -7.116 2.812
H 0.304 -5.841 2.875
H -0.397 -7.561 0.381
H 0.924 -6.318 0.524
H -2.199 -4.696 3.108
H -3.803 -4.998 4.100
H -5.118 -4.241 4.936
H -2.581 -5.406 6.197
H -4.197 -6.117 6.278
H -3.069 -4.274 8.011
H -4.590 -4.835 8.054
H -4.462 -2.398 8.072
H -5.473 -3.092 6.817
H -2.639 -1.952 6.565
H -4.129 -1.341 5.871
O -1.901 -0.324 -1.446
H -2.104 -0.816 -2.251
H -2.740 0.055 -1.156
O 2.731 -0.862 -0.277
H 3.265 -1.455 -0.824
H 3.261 -0.669 0.505
```

Output
net charge: +4
ΔE to the lowest compared entry with this formula, charge and spin: 19.1 kJ/mol
largest force on an atom: 1.2 eV Å⁻¹
highest occupied orbital energy (spin up / spin down): -16.06 / -16.06 eV

These are the Löwdin partial charges, in e, on atoms 1 to 8: atom 1 (W): 2.136, atom 2 (C): -0.043, atom 3 (C): -0.054, atom 4 (C): -0.052, atom 5 (C): -0.208, atom 6 (C): -0.028, atom 7 (C): -0.033, atom 8 (C): -0.067